# 1
The following is a DFT calculation (wB97M-V/def2-TZVPD) of a single C4H9NO2 molecule.

XYZ file:
```
16
Properties=species:S:1:pos:R:3:forces:R:3:lowdin_charge:R:1
C -2.608 0.334 -0.094 -0.05 0.11 -0.01 -0.029
N -1.507 -0.564 0.327 -0.05 -0.18 -0.05 -0.067
C -0.326 0.084 0.896 0.07 0.08 0.03 -0.088
C 0.767 -0.146 0.071 -0.10 -0.03 0.03 -0.576
O 0.705 -0.879 -0.948 -0.02 0.16 0.15 -0.039
O 1.924 0.465 0.434 -0.16 -0.04 0.01 -0.066
C 3.032 0.194 -0.409 0.28 -0.04 -0.16 -0.083
H -2.984 0.860 0.786 0.05 -0.06 -0.13 0.092
H -3.415 -0.242 -0.557 0.13 0.07 0.06 0.090
H -2.193 1.057 -0.796 -0.07 -0.10 0.08 0.101
H -1.049 -1.019 -0.505 -0.04 0.03 0.09 0.144
H -1.884 -1.309 0.919 0.08 0.10 -0.06 0.161
H -0.441 0.763 1.725 0.03 -0.11 -0.11 0.093
H 3.886 0.693 0.054 -0.13 -0.08 -0.08 0.088
H 2.872 0.587 -1.418 0.01 -0.05 0.14 0.090
H 3.220 -0.881 -0.484 -0.02 0.14 0.02 0.089
```
Forces are in eV/Å.

Calculated values
Gap between HOMO and LUMO ... 8.0 eV
Electronic energy ... -362.991608 Ha
SMILES string ... C[NH2+]/C=C(\[O-])OC
Lowest unoccupied orbital energy ... 0.023 Ha
ΔE to the lowest compared entry with this formula, charge and spin ... 246.6 kJ/mol



# 2
The following is a DFT calculation (wB97M-V/def2-TZVPD) of 2 unconnected molecules or ions with the total composition C10H14FN3.

XYZ file:
```
28
Properties=species:S:1:pos:R:3:forces:R:3:lowdin_charge:R:1
C -2.556 -0.277 0.302 3.31 -0.30 -1.26 -0.295
C -1.670 1.644 -0.325 -1.57 -0.79 0.83 -0.346
C 0.066 -1.651 0.119 -1.29 -0.64 0.01 -0.257
C -0.072 -0.335 0.112 -0.08 0.60 -0.03 0.074
C -2.463 -1.723 0.603 -2.91 -1.69 1.71 -0.139
C -1.278 -2.521 0.136 1.78 2.12 -2.55 -0.129
C -0.755 2.765 -0.482 1.41 0.62 1.37 -0.035
C 1.425 -2.262 -0.160 -0.80 0.03 1.23 -0.060
C 3.127 1.474 -0.554 -0.51 -3.32 0.36 -0.077
C 2.238 1.187 0.653 -0.10 0.64 -0.98 -0.146
N -3.476 0.534 -0.016 -2.50 -0.51 0.53 0.039
N -2.996 1.757 -0.337 2.26 -0.30 -0.25 0.062
N -1.293 0.352 0.084 -1.16 1.16 0.10 0.051
F 1.752 2.361 1.120 -0.13 -0.50 0.42 -0.035
H -2.426 -1.860 1.691 -0.20 0.47 0.15 0.118
H -3.459 -2.261 0.350 1.60 0.99 0.09 0.152
H -1.422 -2.772 -0.931 0.11 -0.29 0.34 0.123
H -1.132 -3.416 0.689 0.02 -0.70 0.57 0.100
H -0.356 3.020 0.583 -0.26 -0.42 -2.11 0.114
H 0.018 2.447 -1.189 0.41 0.35 0.47 0.074
H -1.202 3.676 -0.870 -0.43 -0.28 -0.03 0.079
H 1.372 -3.212 -0.724 0.13 0.90 -0.27 0.090
H 1.956 -2.500 0.764 -0.05 -0.11 0.15 0.073
H 1.893 -1.375 -0.560 1.00 -0.59 -0.87 0.042
H 3.659 0.486 -0.709 0.17 1.32 0.25 0.088
H 2.683 1.616 -1.535 -0.65 0.47 0.25 0.068
H 3.744 2.297 -0.278 0.86 0.51 0.01 0.064
H 2.624 0.548 1.465 -0.43 0.25 -0.46 0.108
```
Forces are in eV/Å.

Calculated values
Gap between HOMO and LUMO (spin up / spin down) ... 8.8 / 7.8 eV
Electronic energy ... -653.376320 Ha
Lowest unoccupied orbital energy (spin up / spin down) ... 0.001 / -0.028 Ha
ΔE to the lowest compared entry with this formula, charge and spin ... 300.7 kJ/mol



# 3
The following is a DFT calculation (wB97M-V/def2-TZVPD) of 2 unconnected molecules or ions with the total composition C4H9O.

XYZ file:
```
14
Properties=species:S:1:pos:R:3:forces:R:3:lowdin_charge:R:1
C -0.431 1.089 -0.211 2.61 -0.08 -1.22 -0.552
O 0.159 1.684 -1.246 -0.43 0.00 0.38 -0.321
C 0.681 0.639 1.003 -1.81 -0.48 -1.56 -0.098
C -0.070 -0.332 0.002 -1.02 -0.23 1.83 -0.340
C -1.064 -1.343 0.739 0.78 0.83 -1.36 -0.108
H -1.330 1.550 0.106 -1.37 -0.07 0.87 0.083
H 3.359 -5.795 -1.542 0.08 0.16 -0.76 0.000
H 1.520 1.202 0.631 0.42 -0.31 0.38 0.041
H 0.395 0.570 2.060 0.27 0.06 -0.37 0.036
H 3.442 -5.641 -2.286 -0.08 -0.16 0.76 0.000
H 0.446 -0.811 -0.850 -0.06 0.35 0.58 0.113
H -1.840 -0.890 1.400 0.76 -0.12 -0.47 0.064
H -1.557 -1.959 -0.039 -0.05 0.34 0.37 0.048
H -0.412 -2.014 1.284 -0.10 -0.29 0.58 0.034
```
Forces are in eV/Å.

Calculated values
Gap between HOMO and LUMO ... 6.0 eV
Electronic energy ... -232.941466 Ha
Lowest unoccupied orbital energy ... 0.156 Ha
ΔE to the lowest compared entry with this formula, charge and spin ... 203.4 kJ/mol
Total charge ... -1



# 4
The following is a DFT calculation (wB97M-V/def2-TZVPD) of a molecular structure, C23H19N2PPtS2.

XYZ file:
```
48
Properties=species:S:1:pos:R:3:forces:R:3:lowdin_charge:R:1
Pt -0.256 -0.158 0.310 -0.17 -0.41 0.14 0.706
S -1.667 1.495 -0.203 0.36 -0.41 -0.57 0.775
C -2.007 2.352 1.212 -0.20 0.62 0.75 -0.677
C -3.055 3.306 1.271 0.22 -0.44 -0.25 -0.076
C -3.196 4.045 2.407 0.25 0.07 0.53 -0.028
C -2.342 3.830 3.524 -0.33 0.16 -0.24 -0.020
C -1.356 2.881 3.497 0.11 -0.04 0.00 -0.079
C -1.180 2.138 2.321 -0.25 0.42 -0.24 -0.657
S 0.082 0.994 2.128 0.02 0.02 0.52 0.731
H -3.709 3.444 0.420 0.01 0.01 0.00 0.122
H -3.969 4.799 2.465 0.00 -0.01 0.03 0.126
H -2.483 4.420 4.419 -0.04 -0.01 -0.02 0.126
H -0.730 2.702 4.362 0.03 0.03 -0.03 0.124
N -0.396 -3.226 0.290 0.18 -0.12 0.20 -0.075
P -1.364 -2.039 0.977 -0.32 -0.29 -0.96 0.901
C -2.782 -1.858 -0.106 -0.21 -0.18 0.03 -0.380
C -3.845 -1.065 0.337 -0.03 -0.10 0.06 -0.114
C -4.989 -0.968 -0.429 -0.02 0.01 -0.07 -0.042
C -5.076 -1.656 -1.638 -0.03 0.03 0.04 -0.029
C -4.022 -2.439 -2.081 0.06 0.02 -0.01 -0.041
C -2.866 -2.543 -1.318 0.01 0.11 -0.02 -0.065
C -1.945 -2.657 2.525 0.18 0.51 0.33 -0.348
C -1.843 -1.892 3.685 0.07 -0.09 0.10 -0.075
C -2.451 -2.345 4.847 0.03 0.00 -0.02 -0.039
C -3.144 -3.546 4.839 -0.01 -0.05 -0.01 -0.025
C -3.233 -4.310 3.678 0.02 0.00 0.02 -0.035
C -2.647 -3.867 2.507 -0.05 0.00 0.04 -0.067
C 0.543 -2.912 -0.673 0.04 0.08 0.20 -0.366
C 1.235 -3.884 -1.386 -0.06 -0.04 0.04 0.024
C 2.165 -3.476 -2.313 0.10 0.03 -0.07 0.008
C 2.407 -2.113 -2.517 0.07 -0.13 -0.04 -0.018
C 1.703 -1.212 -1.776 -0.23 -0.02 0.15 -0.092
N 0.769 -1.598 -0.857 0.34 0.25 -0.55 -0.100
H -0.385 -4.158 0.678 -0.02 -0.04 -0.04 0.138
H -3.792 -0.551 1.292 0.01 0.00 -0.01 0.115
H -5.820 -0.366 -0.087 0.00 -0.02 0.00 0.122
H -5.978 -1.585 -2.232 0.01 0.01 0.01 0.124
H -4.097 -2.973 -3.019 0.00 0.00 0.01 0.122
H -2.045 -3.154 -1.671 -0.03 -0.04 0.02 0.104
H -1.281 -0.965 3.687 -0.07 -0.03 -0.02 0.070
H -2.379 -1.764 5.756 0.00 0.00 0.00 0.122
H -3.622 -3.895 5.744 0.01 0.00 -0.01 0.126
H -3.772 -5.247 3.684 0.00 0.01 0.01 0.124
H -2.754 -4.448 1.598 -0.03 0.04 -0.01 0.119
H 1.034 -4.932 -1.209 -0.02 0.02 -0.02 0.134
H 2.712 -4.217 -2.883 0.00 0.01 0.00 0.136
H 3.137 -1.770 -3.234 0.01 -0.01 0.01 0.130
H 1.861 -0.147 -1.873 -0.05 0.03 -0.02 0.121
```
Forces are in eV/Å.

Calculated values
Gap between HOMO and LUMO (spin up / spin down) ... 5.6 / 5.6 eV
Electronic energy ... -2253.897643 Ha
Lowest unoccupied orbital energy (spin up / spin down) ... -0.325 / -0.325 Ha
Total charge ... +2



# 5
The following is a DFT calculation (wB97M-V/def2-TZVPD) of a single C4H4O molecule.

XYZ file:
```
9
Properties=species:S:1:pos:R:3:forces:R:3:lowdin_charge:R:1
C 1.330 0.496 0.675 -0.14 0.02 -2.10 0.062
C 0.730 0.370 -2.053 1.04 0.36 1.31 0.154
C -0.830 -0.305 -0.304 -0.35 -0.06 1.28 -0.164
C 0.150 0.000 0.816 -0.67 -0.27 -0.29 -0.270
O -0.314 -0.086 -1.649 -0.47 -0.21 -0.71 -0.140
H 2.151 0.793 1.275 0.35 0.11 0.53 0.007
H -1.158 -1.348 -0.277 0.06 0.15 -0.14 0.125
H -1.705 0.348 -0.230 0.06 -0.14 -0.13 0.126
H -0.353 -0.269 1.747 0.11 0.03 0.24 0.099
```
Forces are in eV/Å.

Calculated values
Gap between HOMO and LUMO (spin up / spin down) ... 9.0 / 7.5 eV
Electronic energy ... -229.815370 Ha
Lowest unoccupied orbital energy (spin up / spin down) ... 0.031 / 0.009 Ha
ΔE to the lowest compared entry with this formula, charge and spin ... 558.1 kJ/mol